{"formula": "C11H14IrNO5S2", "method": "ωB97M-V/def2-TZVPD", "total_charge": 1, "homo_energy_ev": [-12.19, -12.81], "lumo_energy_ev": [-2.5, -7.1], "multiplicity": 6, "s_squared": 8.797, "symbols": ["Ir", "O", "C", "O", "C", "C", "C", "C", "C", "O", "C", "C", "O", "O", "H", "H", "H", "H", "H", "H", "H", "H", "C", "S", "C", "H", "H", "H", "H", "H", "H", "S", "C", "N"], "coordinates": [[-0.745, -0.159, -0.269], [3.431, 0.882, 0.130], [2.268, 0.934, -0.148], [1.423, 0.145, -0.624], [1.624, 2.458, 0.208], [0.500, 2.806, -0.767], [0.212, 4.307, -0.578], [-0.536, 4.314, 0.776], [-0.514, 2.823, 1.149], [-0.662, 2.206, -0.152], [0.921, 2.447, 1.539], [0.943, 0.966, 2.227], [1.725, 0.831, 3.126], [0.111, 0.155, 1.706], [2.489, 3.107, 0.153], [0.619, 2.461, -1.789], [-0.419, 4.669, -1.387], [1.128, 4.894, -0.575], [-1.566, 4.646, 0.658], [-0.062, 4.931, 1.536], [-1.294, 2.485, 1.823], [1.375, 3.090, 2.285], [-1.434, -2.357, 2.472], [-2.482, -1.106, 1.695], [-3.700, -2.179, 0.903], [-1.128, -3.097, 1.736], [-1.989, -2.828, 3.281], [-0.566, -1.846, 2.872], [-4.313, -2.636, 1.677], [-3.207, -2.943, 0.307], [-4.327, -1.555, 0.269], [-3.838, -0.942, -3.671], [-2.818, -0.753, -2.502], [-2.041, -0.612, -1.596]], "nbo_charge": [1.4974, -0.3547, 0.8245, -0.6872, -0.2343, 0.0754, -0.4274, -0.4293, 0.0862, -0.5488, -0.3575, 0.8191, -0.5088, -0.7960, 0.2734, 0.2406, 0.2463, 0.2354, 0.2403, 0.2371, 0.2410, 0.2768, -0.7489, 0.3679, -0.7529, 0.2282, 0.2458, 0.2688, 0.2489, 0.2326, 0.2442, 0.2608, 0.1510, -0.6961]}

{"formula": "C11H14N2", "method": "ωB97M-V/def2-TZVPD", "total_charge": 0, "homo_energy_ev": -7.79, "lumo_energy_ev": 0.5, "multiplicity": 1, "symbols": ["C", "C", "C", "C", "C", "C", "C", "C", "C", "C", "C", "N", "N", "H", "H", "H", "H", "H", "H", "H", "H", "H", "H", "H", "H", "H", "H"], "coordinates": [[0.833, -1.972, -0.244], [-0.064, 1.560, -0.047], [2.073, -1.231, 0.334], [-2.571, 0.650, -0.050], [-2.663, -0.900, -0.191], [-1.338, 1.205, -0.785], [0.976, 0.862, 0.689], [1.976, 0.243, -0.038], [-1.653, -1.855, 0.376], [0.656, 0.766, 2.168], [2.162, 0.598, -1.451], [-0.461, -1.862, 0.002], [-0.736, 2.566, -0.447], [1.028, -2.590, -1.110], [2.417, -1.495, 1.374], [2.890, -1.671, -0.240], [-3.481, 1.036, -0.557], [-2.627, 0.935, 0.960], [-3.639, -1.216, 0.127], [-2.635, -1.054, -1.291], [-1.325, 1.008, -1.841], [0.379, 1.870, 2.459], [1.454, 0.444, 2.714], [-0.243, 0.145, 2.328], [1.663, 1.476, -1.575], [1.721, -0.178, -2.066], [3.212, 0.660, -1.598]], "nbo_charge": [-0.0523, 0.2422, -0.4754, -0.4119, -0.4850, -0.1494, -0.0537, 0.0475, 0.1961, -0.6216, -0.6448, -0.3086, -0.3111, 0.1916, 0.2390, 0.2179, 0.2169, 0.2110, 0.2196, 0.2184, 0.1800, 0.2281, 0.2229, 0.2248, 0.2192, 0.2137, 0.2250]}

{"formula": "C11H14N2", "method": "ωB97M-V/def2-TZVPD", "total_charge": 0, "homo_energy_ev": -7.81, "lumo_energy_ev": 0.5, "smiles": "CCN(CCC#N)c1ccccc1", "multiplicity": 1, "symbols": ["C", "C", "C", "C", "C", "C", "C", "C", "C", "C", "C", "H", "H", "H", "H", "H", "H", "H", "H", "H", "H", "H", "H", "H", "H", "N", "N"], "coordinates": [[-0.812, 2.554, -0.429], [-1.135, 1.267, 0.326], [-1.470, -0.675, -1.041], [-2.272, -1.580, -0.213], [-3.107, -0.908, 0.881], [1.013, -0.115, -0.339], [1.327, -1.482, -0.535], [2.627, -1.733, -0.034], [3.468, -0.776, 0.639], [2.952, 0.459, 1.083], [1.693, 0.885, 0.329], [-1.455, 3.437, -0.109], [0.361, 3.059, -0.104], [-0.926, 2.565, -1.558], [-0.560, 1.198, 1.239], [-2.191, 1.114, 0.321], [-2.005, 0.140, -1.566], [-1.035, -1.280, -1.845], [-1.454, -2.314, 0.182], [-3.116, -2.247, -0.677], [0.475, -2.019, -1.132], [3.134, -2.679, 0.097], [4.361, -1.383, 0.964], [3.399, 1.063, 2.086], [1.271, 2.032, 0.411], [-0.387, 0.253, -0.530], [-4.156, -0.833, 1.553]], "nbo_charge": [-0.5854, -0.2603, -0.2350, -0.5327, 0.2425, 0.1610, -0.2921, -0.1739, -0.2897, -0.1593, -0.2967, 0.2072, 0.1859, 0.2282, 0.2255, 0.2255, 0.2125, 0.2074, 0.2602, 0.2839, 0.2323, 0.2115, 0.2204, 0.2382, 0.2341, -0.4462, -0.3051]}

{"formula": "C11H14N2", "method": "ωB97M-V/def2-TZVPD", "total_charge": 0, "homo_energy_ev": -8.49, "lumo_energy_ev": 0.8, "smiles": "Cc1c[nH]cn1.Cc1ccccc1", "multiplicity": 1, "symbols": ["C", "C", "C", "C", "C", "C", "C", "H", "H", "H", "H", "H", "H", "H", "H", "C", "C", "C", "C", "N", "N", "H", "H", "H", "H", "H", "H"], "coordinates": [[0.215, -3.059, 0.672], [-1.246, -1.240, -2.285], [-0.160, -0.501, -2.760], [-1.129, -2.042, -1.178], [0.115, -2.114, -0.500], [1.014, -0.507, -2.017], [1.170, -1.325, -0.894], [-2.186, -1.142, -2.797], [-0.239, 0.296, -3.486], [-1.863, -2.699, -0.734], [1.844, 0.008, -2.460], [-0.079, -2.595, 1.610], [1.224, -3.464, 0.759], [2.174, -1.333, -0.489], [-0.463, -3.900, 0.544], [1.333, 2.289, 2.677], [-1.460, 1.215, 0.755], [0.245, 2.159, 1.659], [-0.039, 2.856, 0.531], [-0.675, 1.124, 1.779], [-1.152, 2.280, -0.032], [-2.300, 0.564, 0.577], [-1.445, 2.465, -0.974], [0.393, 3.773, 0.158], [1.458, 1.313, 3.145], [0.991, 2.950, 3.473], [2.260, 2.630, 2.267]], "nbo_charge": [-0.6329, -0.2116, -0.2417, -0.2172, 0.0028, -0.1902, -0.2172, 0.2082, 0.2102, 0.2121, 0.2051, 0.2310, 0.2162, 0.2140, 0.2097, -0.6359, 0.1794, 0.0907, -0.1219, -0.4692, -0.5293, 0.1967, 0.4157, 0.2110, 0.2313, 0.2173, 0.2154]}

{"formula": "C11H14N2", "method": "ωB97M-V/def2-TZVPD", "total_charge": 0, "homo_energy_ev": -8.50, "lumo_energy_ev": 0.8, "smiles": "CCN(CC#N)c1cccc(C)c1", "multiplicity": 1, "symbols": ["C", "C", "C", "C", "C", "C", "C", "C", "C", "C", "C", "H", "H", "H", "H", "H", "H", "H", "H", "H", "H", "H", "H", "H", "H", "N", "N"], "coordinates": [[1.336, 2.095, 1.163], [1.749, 1.310, -0.079], [2.258, -0.940, -0.822], [3.675, -0.998, -0.380], [0.088, -0.517, 0.095], [-0.209, -1.775, 0.613], [-1.521, -2.213, 0.697], [-2.543, -1.379, 0.255], [-2.268, -0.116, -0.253], [-3.377, 0.814, -0.713], [-0.948, 0.319, -0.330], [0.245, 2.110, 1.285], [1.782, 1.643, 2.075], [1.704, 3.129, 1.056], [1.311, 1.740, -0.993], [2.842, 1.413, -0.200], [1.890, -1.981, -0.794], [2.257, -0.577, -1.865], [0.591, -2.397, 1.003], [-1.760, -3.173, 1.127], [-3.578, -1.718, 0.311], [-3.125, 1.279, -1.665], [-4.318, 0.245, -0.843], [-3.594, 1.613, 0.021], [-0.733, 1.293, -0.732], [1.456, -0.114, 0.058], [4.792, -1.104, -0.091]], "nbo_charge": [-0.6169, -0.2220, -0.3118, 0.2740, 0.2529, -0.2705, -0.1855, -0.2409, 0.0150, -0.6318, -0.2999, 0.2122, 0.2223, 0.2153, 0.1714, 0.2126, 0.2544, 0.2147, 0.2155, 0.2166, 0.2104, 0.2177, 0.2161, 0.2220, 0.2124, -0.4578, -0.3186]}

{"formula": "C11H14N2O", "method": "ωB97M-V/def2-TZVPD", "total_charge": 0, "homo_energy_ev": -8.54, "lumo_energy_ev": 0.8, "smiles": "Cc1ccc(O)cc1.Cc1c[nH]cn1", "multiplicity": 1, "symbols": ["C", "C", "C", "C", "N", "N", "H", "H", "H", "H", "H", "H", "C", "C", "C", "C", "C", "C", "C", "O", "H", "H", "H", "H", "H", "H", "H", "H"], "coordinates": [[1.056, -3.208, 2.648], [-1.984, -1.932, 1.514], [0.059, -2.159, 2.163], [-0.249, -0.935, 2.555], [-0.964, -2.809, 1.559], [-1.611, -0.731, 2.172], [-2.929, -2.064, 1.244], [-2.297, -0.001, 2.364], [0.363, -0.118, 2.908], [1.800, -2.967, 3.414], [1.728, -3.286, 1.769], [0.473, -4.176, 3.042], [-1.412, 3.081, -2.701], [0.292, -0.056, -1.133], [-0.626, 0.752, -1.846], [1.478, 0.599, -0.819], [-0.545, 2.078, -2.044], [1.724, 1.871, -1.118], [0.769, 2.562, -1.808], [2.473, -0.187, -0.253], [0.336, -1.195, -1.049], [-1.580, 0.103, -2.107], [2.419, -1.095, -0.578], [2.763, 2.092, -0.917], [-1.388, 2.955, -3.771], [-0.690, 3.984, -2.492], [1.030, 3.537, -2.163], [-2.488, 3.306, -2.554]], "nbo_charge": [-0.6351, 0.1776, 0.0673, -0.0979, -0.4618, -0.5443, 0.1807, 0.4208, 0.2244, 0.2138, 0.2173, 0.2396, -0.6291, -0.2786, -0.1733, 0.3043, -0.0859, -0.2962, -0.1561, -0.6982, 0.2252, 0.2044, 0.4803, 0.2344, 0.2183, 0.2156, 0.1994, 0.2332]}